No. 1
The following is a DFT calculation (the ωB97M-V functional and the def2-TZVPD basis) of a structure of composition C26H40NP2PtSbSe4.

Results
Largest force on an atom in eV/A: 1.630
2S+1: 5
Molar mass in g mol⁻¹: 1061.24
HOMO level (alpha / beta) in Ha: -0.492 / -0.488
Total charge: +2
Kohn-Sham gap (alpha / beta) in eV: 6.398 / 4.948
E in Eh: -11716.9773

CARTESIAN COORDINATES (ANGSTROEM)
H1 1.121944 -1.923220 0.384849
H2 0.501544 -0.285230 -3.544234
C1 4.702185 -0.073531 2.074573
H3 -4.818939 2.291998 1.355962
H4 2.455728 -1.982823 3.145405
C2 3.766545 2.248131 1.687090
H5 3.000534 0.788794 3.066589
Sb1 -0.627915 3.377411 3.900688
H6 4.019338 -2.554848 1.087282
H7 4.918327 1.315023 -4.385085
H8 2.834676 -3.540623 0.258791
H9 0.735632 -1.731576 2.799682
C3 -1.580286 -2.867483 -0.476423
Pt1 -0.214815 0.376631 1.081414
H10 5.492066 0.436203 2.623385
C4 -2.332196 1.291485 -3.680762
H11 -0.298219 1.765052 -3.270847
C5 -3.529361 0.142250 -1.959871
C6 1.996169 -1.731853 1.030692
H12 2.657710 0.013722 -4.640266
C7 -1.154869 0.569988 -1.692672
H13 -4.764352 -0.321163 0.869227
H14 -3.620524 -2.372160 -0.007988
H15 -5.337664 1.620291 -3.796589
Se1 -0.877827 3.501257 6.391429
H16 -4.427944 1.794197 -0.282464
C8 -3.989190 0.280263 2.777403
H17 4.505679 0.671986 -0.862198
H18 -5.002304 0.470797 3.122178
C9 -1.178976 1.237693 -2.934890
C10 2.580118 0.156526 -3.574744
C11 3.159136 -2.515163 0.427939
C12 -2.628695 -2.256933 0.449687
H19 -1.725491 -2.683034 2.378373
C13 -4.096963 1.751051 0.749928
C14 1.357777 0.022502 -2.967620
H20 1.501790 -3.283034 2.448051
C15 2.386788 0.368406 -0.811771
H21 -3.499634 -2.723795 2.394018
H22 -5.381414 -0.129629 -3.907966
H23 2.855141 2.824890 1.518177
C16 -3.519500 0.692745 -3.244863
C17 -2.613704 -2.952664 1.807102
H24 -1.493264 -2.313276 -1.410426
N1 -0.014283 0.339586 -0.969292
C18 1.656316 -2.204611 2.441820
H25 4.519758 -1.021245 2.572563
H26 -1.862249 -3.889524 -0.718567
C19 -4.752194 0.740532 -4.071507
C20 3.452008 0.801093 2.063015
H27 -3.677203 -0.682012 3.177240
C21 3.608239 0.518692 -1.440960
H28 4.373849 2.307323 0.788275
Se2 -2.547651 4.407659 2.729189
H29 -3.345429 1.060023 3.186218
H30 5.753746 1.141148 -2.831606
C22 -2.392354 0.115689 -1.175374
H31 5.069414 -0.265208 1.070763
C23 -3.953022 0.315247 1.252737
C24 5.028393 0.689560 -3.501954
H32 -4.453162 -0.262252 -1.570424
H33 3.463303 -2.105584 -0.533414
Se3 1.436113 4.572707 3.256295
H34 -3.141363 2.277948 0.819225
C25 3.720470 0.482709 -2.834277
H35 -2.320603 1.819212 -4.622629
H36 -2.596735 -4.030198 1.655752
H37 -0.609190 -2.901864 0.014066
Se4 -0.397052 0.750551 3.405887
P1 -2.379891 -0.412667 0.561789
C26 1.198303 0.257793 -1.583821
H38 4.323393 2.727509 2.490749
P2 2.105255 0.138179 0.958104
H39 -4.519767 0.817459 -5.130345
H40 5.418806 -0.272707 -3.837756

Atomic forces in eV per Å
0.25 0.16 0.16
-0.02 -0.01 -0.13
-0.11 -0.08 0.07
-0.10 0.02 0.11
0.07 0.01 0.09
-0.27 0.09 -0.12
-0.05 -0.01 -0.21
1.31 0.76 -0.12
0.10 0.03 0.04
0.03 0.06 -0.04
-0.03 -0.07 0.00
0.17 -0.17 0.06
-0.10 0.13 -0.07
-0.21 0.27 0.11
0.00 0.09 0.04
-0.12 -0.07 0.06
0.00 -0.02 -0.06
0.24 -0.08 -0.01
0.03 -0.01 -0.04
0.04 -0.05 -0.17
-1.01 0.05 -0.58
0.19 0.08 -0.01
0.10 0.15 0.02
-0.06 0.04 -0.04
0.00 -0.18 -0.48
-0.03 0.07 -0.04
0.14 -0.21 -0.07
0.08 -0.01 0.11
-0.08 0.06 0.03
0.12 0.11 0.20
0.01 0.06 0.21
0.00 0.10 -0.07
0.27 0.21 0.14
0.08 0.00 0.08
0.05 -0.05 -0.14
-0.18 -0.08 0.00
0.03 -0.05 -0.02
-0.17 0.36 0.15
-0.01 0.02 0.10
-0.04 -0.09 0.00
0.09 0.04 0.04
0.34 0.05 0.18
-0.16 0.09 0.00
0.08 -0.07 -0.07
0.03 -0.02 0.50
-0.23 0.13 -0.01
0.06 -0.10 -0.03
-0.02 -0.08 0.00
-0.22 0.10 -0.09
-0.33 0.09 -0.18
0.02 -0.02 0.14
-0.21 0.01 0.07
0.08 -0.07 -0.13
0.17 -0.08 0.09
0.07 0.03 0.06
0.08 0.02 0.00
0.27 0.06 0.04
0.10 -0.07 -0.08
0.30 -0.05 -0.09
0.20 -0.07 -0.12
-0.13 -0.02 0.03
0.09 -0.03 -0.06
-1.38 -0.78 0.39
-0.07 0.02 0.01
-0.22 -0.07 0.11
-0.02 0.04 -0.10
0.00 -0.07 0.00
0.08 0.00 0.02
-0.08 0.11 0.17
-0.66 -0.07 -0.30
0.82 -0.14 -0.19
-0.01 -0.03 0.05
0.07 -0.64 0.27
-0.01 -0.01 -0.05
0.10 -0.01 -0.03



No. 2
The following is a DFT calculation (the ωB97M-V functional and the def2-TZVPD basis) of a structure of composition C2H3N2O2.

Results
Largest force on an atom in eV/A: 4.534
Molar mass in g mol⁻¹: 87.06
ΔE to the lowest compared entry with this formula, charge and spin in kJ/mol: 658.0
HOMO level in Ha: -0.554
Total charge: +1
Kohn-Sham gap in eV: 8.807
E in Eh: -337.4876

CARTESIAN COORDINATES (ANGSTROEM)
N1 -0.075288 0.070709 -0.061221
O1 3.461687 0.938843 0.127760
C1 1.338880 0.052293 -0.037004
C2 -0.685879 -1.025012 0.017581
H1 -2.703358 -0.077447 -0.362793
H2 -0.310331 1.064353 0.054982
H3 -2.390304 0.437150 0.138478
O2 -0.991362 -2.089736 0.105958
N2 2.355954 0.628843 0.016263

Atomic forces in eV per Å
3.42 2.98 0.03
1.35 0.98 -0.06
-0.57 -0.97 -0.26
0.17 0.57 0.22
0.36 0.87 0.75
-1.71 -0.74 -0.14
-0.83 -0.78 -0.74
-0.89 -1.74 0.00
-1.30 -1.18 0.20



No. 3
The following is a DFT calculation (the ωB97M-V functional and the def2-TZVPD basis) of a structure of composition C24H27ClKN4O2S2.

Results
Largest force on an atom in eV/A: 3.358
Molar mass in g mol⁻¹: 542.19
ΔE to the lowest compared entry with this formula, charge and spin in kJ/mol: 306.1
HOMO level (alpha / beta) in Ha: -0.062 / -0.062
Total charge: -1
Kohn-Sham gap (alpha / beta) in eV: 2.623 / 2.621
E in Eh: -3156.7436

CARTESIAN COORDINATES (ANGSTROEM)
N1 -5.299808 1.972967 -2.380379
Cl1 -0.872008 -4.053433 -1.943379
H1 -5.474408 -0.138333 -2.700479
C1 5.300292 -0.281233 -0.205579
C2 -4.847108 0.730367 -2.679279
H2 -1.248708 4.116367 2.832221
C3 -0.537208 3.428267 4.729521
H3 -6.242508 2.234967 -2.140379
C4 4.302392 2.249367 -0.699179
C5 6.047392 0.835767 0.132421
O1 -4.457208 -5.112333 -1.137479
H4 2.590092 1.240667 -1.502879
N2 2.041792 -1.325133 -0.124479
H5 2.096592 0.300367 2.007521
H6 -2.654208 -0.248033 -5.814079
H7 3.384392 -1.710133 1.405321
S1 -1.794708 -0.424633 0.204121
C6 -3.163308 2.024467 -2.793579
C7 4.044892 -0.144433 -0.784579
H8 -1.030608 -1.004133 -6.107679
H9 6.121192 2.973867 0.177721
N3 -3.571908 0.737867 -2.935579
H10 0.080392 0.201067 5.510821
C8 -2.237708 -4.366833 -0.895379
C9 0.808992 -0.811733 -0.456079
N4 0.231092 -0.682133 1.883721
H11 2.731192 -1.277933 -2.059579
H12 -0.515808 4.414467 5.171421
C10 -0.167908 -0.646933 0.562021
H13 -4.309808 3.865467 -2.256979
C11 -0.202108 1.060067 4.915921
C12 -0.167108 2.325167 5.477221
C13 3.557992 1.135367 -1.036979
H14 -2.543108 -1.889233 -6.583079
O2 -3.802408 -3.450633 -2.482379
H15 -1.693208 -0.631933 2.554521
C14 -0.979508 1.997867 2.853521
C15 -3.654008 -4.308733 -1.601579
H16 -2.226308 -3.617933 -0.101879
C16 1.637292 -0.687433 2.172721
C17 3.153392 -1.328933 -1.050379
C18 -0.691108 -0.485633 2.975021
H17 -1.305708 1.854267 1.834621
H18 3.913892 3.237867 -0.898679
S2 0.503092 -0.344533 -2.042179
K1 -2.350408 -1.826733 -2.836479
H19 5.703792 -1.270033 -0.025179
H20 0.144292 2.450367 6.505121
C19 5.544292 2.103667 -0.101479
H21 1.780992 -0.965633 3.219921
H22 -0.507308 -1.256733 3.733221
H23 1.897392 -2.698233 1.440621
C20 -0.610408 0.883167 3.599221
C21 -4.221908 2.813667 -2.449179
C22 -2.083808 -1.143733 -5.965279
H24 -2.137608 2.293867 -2.942479
C23 -0.945308 3.260267 3.415521
H25 -2.101908 -5.360833 -0.471879
H26 7.022292 0.716767 0.586721
H27 3.704392 -2.268233 -0.934279
C24 2.304392 -1.696133 1.239621

Atomic forces in eV per Å
-0.32 0.03 0.09
1.23 -0.28 -0.39
-0.20 -0.18 0.01
-0.06 -0.13 -0.09
-0.18 -0.10 -0.03
-0.02 0.09 -0.09
-0.01 0.07 0.05
0.17 -0.12 -0.06
-0.01 0.08 0.02
0.13 0.08 0.07
-0.42 -0.46 0.41
-0.10 0.05 -0.02
-0.96 0.31 0.13
-0.11 -0.08 0.12
-0.27 0.46 0.05
-0.10 0.02 -0.01
0.42 -0.17 -0.27
-0.09 0.42 0.09
0.11 0.01 0.10
0.51 0.13 -0.21
0.04 0.06 -0.01
0.07 -0.53 0.04
0.02 -0.08 0.02
-1.18 -0.47 0.57
2.08 -0.14 -2.52
0.01 0.07 -1.14
0.17 -0.12 0.22
0.01 0.06 0.02
-2.45 0.21 2.29
0.02 0.11 0.02
-0.03 -0.13 -0.14
0.04 0.09 0.17
0.00 0.06 -0.05
-0.21 -0.37 -0.31
-1.30 -0.94 -0.10
0.23 -0.06 0.22
0.03 -0.01 -0.04
0.55 -0.39 0.46
0.03 -0.04 0.02
0.73 -0.21 -0.13
0.13 -0.13 -0.36
-0.38 -0.15 0.20
-0.05 0.02 -0.15
-0.05 0.06 -0.02
-0.19 0.02 0.45
1.08 2.39 -1.14
-0.02 -0.08 0.04
0.03 0.00 0.06
0.13 0.01 0.03
0.02 0.00 -0.09
0.05 0.07 -0.05
0.14 0.07 0.04
0.06 -0.01 0.11
0.25 0.28 -0.02
0.14 -0.21 0.69
0.21 0.13 -0.02
0.00 0.05 -0.02
-0.05 0.16 0.01
0.03 -0.02 0.01
-0.04 0.07 0.00
-0.09 -0.09 0.65



No. 4
The following is a DFT calculation (the ωB97M-V functional and the def2-TZVPD basis) of a structure of composition C3HCl2NO.

Results
Largest force on an atom in eV/A: 5.757
Molar mass in g mol⁻¹: 137.95
ΔE to the lowest compared entry with this formula, charge and spin in kJ/mol: 267.9
HOMO level in Ha: -0.423
Total charge: 0
Kohn-Sham gap in eV: 10.323
E in Eh: -1165.1604

CARTESIAN COORDINATES (ANGSTROEM)
C1 2.016859 0.244993 0.028738
C2 -0.821789 -0.621366 -0.037450
Cl1 -0.683665 0.209538 -1.699025
Cl2 -2.541861 -0.499637 0.680065
H1 -0.531813 -1.647514 -0.081208
C3 -0.064736 0.558431 0.476994
O1 -0.475307 1.584982 0.923428
N1 3.102314 0.170574 -0.291545

Atomic forces in eV per Å
-5.54 0.72 1.40
-2.07 2.41 -0.67
-0.68 -1.29 -0.03
1.83 -0.45 -0.96
0.69 -0.24 0.18
1.34 2.23 1.85
2.13 -3.15 -1.14
2.29 -0.23 -0.63